Formula: C93H206N10O15
Source: the OMol25 dataset
Level of theory: the ωB97M-V functional and the def2-TZVPD basis

CARTESIAN COORDINATES (ANGSTROEM)
C: 24.794 12.537 16.336
C: 24.160 11.843 15.152
C: 24.030 10.313 15.493
C: 23.250 9.555 14.426
C: 21.905 10.184 14.241
C: 21.978 11.684 13.926
N: 22.777 12.299 15.006
O: 22.912 13.718 14.809
C: 22.314 11.904 12.472
C: 20.527 12.268 14.157
C: 25.044 12.083 13.892
H: 24.159 12.554 17.187
H: 24.937 13.584 16.091
H: 25.798 12.127 16.559
H: 25.029 9.861 15.536
H: 23.588 10.207 16.498
H: 23.226 8.506 14.706
H: 23.841 9.621 13.525
H: 21.344 9.937 15.134
H: 21.430 9.566 13.486
H: 23.383 11.771 12.248
H: 21.664 11.225 11.888
H: 22.019 12.896 12.135
H: 20.598 13.386 14.233
H: 19.978 12.035 13.216
H: 20.043 11.835 15.014
H: 24.781 13.126 13.582
H: 24.861 11.304 13.147
H: 26.083 12.012 14.179
H: 22.348 14.080 15.498
C: 12.042 22.693 16.445
C: 11.389 21.834 17.534
C: 10.172 21.023 16.826
C: 10.668 19.805 16.002
C: 11.441 18.878 16.961
C: 12.690 19.575 17.561
N: 12.193 20.796 18.234
O: 13.258 21.449 18.842
C: 13.225 18.620 18.587
C: 13.790 19.789 16.442
C: 10.734 22.892 18.558
H: 11.345 23.421 16.152
H: 12.398 21.998 15.651
H: 12.899 23.193 16.892
H: 9.587 20.586 17.654
H: 9.499 21.710 16.358
H: 11.291 20.083 15.171
H: 9.818 19.244 15.587
H: 11.818 17.938 16.463
H: 10.785 18.553 17.742
H: 13.489 17.632 18.187
H: 14.131 19.086 18.974
H: 12.481 18.545 19.404
H: 13.519 20.544 15.647
H: 14.719 20.063 16.906
H: 14.028 18.833 15.948
H: 10.173 22.329 19.290
H: 9.957 23.528 18.129
H: 11.472 23.553 18.993
H: 13.041 21.652 19.757
C: 16.884 11.415 16.061
C: 15.671 11.513 17.018
C: 14.461 10.832 16.437
C: 13.273 10.699 17.405
C: 13.755 9.825 18.589
C: 14.985 10.466 19.274
N: 16.020 10.767 18.231
O: 17.092 11.397 18.931
C: 14.446 11.628 20.080
C: 15.605 9.504 20.176
C: 15.417 12.991 17.224
H: 17.690 11.988 16.456
H: 16.486 11.832 15.124
H: 17.154 10.370 16.015
H: 14.083 11.028 15.462
H: 14.857 9.822 16.382
H: 12.403 10.334 16.899
H: 12.928 11.679 17.832
H: 14.051 8.843 18.276
H: 12.979 9.770 19.339
H: 13.823 11.253 20.908
H: 15.263 12.285 20.475
H: 13.718 12.314 19.558
H: 16.186 8.697 19.697
H: 16.217 9.993 20.935
H: 14.891 9.017 20.869
H: 16.198 13.348 17.912
H: 14.511 13.293 17.716
H: 15.558 13.542 16.304
H: 17.798 10.757 18.998
C: 17.333 22.039 17.552
C: 18.258 20.963 17.044
C: 17.792 20.586 15.582
C: 18.844 19.715 14.899
C: 20.272 20.217 14.871
C: 20.785 20.652 16.289
N: 19.692 21.453 16.936
O: 20.186 21.782 18.257
C: 21.171 19.405 17.103
C: 22.015 21.529 16.068
C: 18.147 19.759 17.961
H: 16.287 21.751 17.591
H: 17.265 22.908 16.869
H: 17.578 22.344 18.547
H: 16.782 20.148 15.642
H: 17.640 21.512 14.997
H: 18.537 19.523 13.886
H: 18.730 18.783 15.420
H: 20.310 20.991 14.076
H: 20.927 19.396 14.587
H: 20.379 18.612 17.030
H: 22.175 19.067 16.842
H: 21.238 19.772 18.116
H: 22.440 21.962 16.967
H: 22.747 20.963 15.523
H: 21.756 22.326 15.392
H: 17.150 19.471 18.205
H: 18.648 19.977 18.875
H: 18.570 18.875 17.585
H: 20.175 22.748 18.205
C: 27.653 18.029 11.565
C: 26.312 17.309 11.655
C: 26.591 15.852 12.032
C: 27.100 15.654 13.493
C: 25.863 16.037 14.377
C: 25.432 17.546 14.093
N: 25.300 17.799 12.627
O: 25.034 19.210 12.408
C: 24.011 17.807 14.715
C: 26.392 18.433 14.892
C: 25.675 17.291 10.241
H: 28.234 18.065 12.459
H: 27.616 18.975 11.016
H: 28.263 17.445 10.802
H: 25.678 15.260 11.908
H: 27.303 15.382 11.354
H: 28.016 16.350 13.580
H: 27.385 14.641 13.627
H: 26.088 15.785 15.443
H: 25.038 15.393 14.019
H: 23.724 18.751 14.297
H: 23.280 17.038 14.516
H: 24.037 17.817 15.784
H: 27.393 18.309 14.457
H: 26.231 19.500 14.837
H: 26.386 18.156 15.936
H: 25.250 18.294 10.095
H: 24.822 16.571 10.176
H: 26.393 17.044 9.536
H: 24.102 19.171 12.267
C: 20.655 14.353 27.327
C: 20.912 15.805 26.983
C: 21.626 16.568 28.130
C: 23.129 16.384 28.216
C: 23.750 16.579 26.804
C: 23.122 15.850 25.623
N: 21.637 16.090 25.723
O: 20.867 15.454 24.663
C: 23.633 16.530 24.331
C: 23.517 14.411 25.576
C: 19.616 16.496 26.802
H: 19.750 14.204 27.977
H: 21.372 13.770 27.860
H: 20.502 13.791 26.399
H: 21.378 17.610 28.093
H: 21.173 16.297 29.106
H: 23.340 15.355 28.477
H: 23.494 17.136 28.909
H: 24.841 16.348 26.847
H: 23.760 17.623 26.505
H: 23.270 15.944 23.462
H: 23.272 17.509 24.200
H: 24.674 16.512 24.442
H: 23.365 13.931 26.549
H: 22.855 13.808 24.916
H: 24.527 14.236 25.330
H: 19.712 17.497 26.370
H: 19.064 16.516 27.765
H: 18.955 15.945 26.159
H: 20.480 16.227 24.246
C: 11.318 13.173 14.551
C: 11.868 14.448 13.953
C: 12.463 15.220 15.103
C: 13.244 16.452 14.714
C: 14.323 16.093 13.657
C: 13.762 15.244 12.548
N: 12.976 14.150 13.101
O: 12.512 13.299 11.996
C: 13.089 16.166 11.475
C: 15.019 14.587 11.837
C: 10.703 15.232 13.354
H: 10.721 13.406 15.384
H: 12.057 12.407 14.801
H: 10.542 12.722 13.865
H: 11.674 15.396 15.868
H: 13.149 14.570 15.666
H: 13.639 16.972 15.583
H: 12.522 17.231 14.304
H: 15.108 15.561 14.138
H: 14.744 17.013 13.280
H: 12.262 15.706 10.992
H: 12.682 17.121 11.895
H: 13.894 16.449 10.795
H: 15.798 15.397 11.713
H: 15.439 13.856 12.517
H: 14.822 14.033 10.893
H: 11.008 16.243 13.021
H: 9.825 15.310 14.050
H: 10.361 14.765 12.415
H: 12.714 12.402 12.334
C: 15.252 15.523 20.326
C: 16.485 15.640 21.177
C: 16.125 15.942 22.690
C: 17.321 15.854 23.612
C: 18.095 14.520 23.471
C: 18.380 14.215 21.977
N: 17.204 14.412 21.104
O: 17.568 14.190 19.719
C: 19.666 15.054 21.652
C: 18.576 12.681 21.979
C: 17.277 16.816 20.556
H: 15.536 15.622 19.262
H: 14.546 16.340 20.480
H: 14.801 14.543 20.506
H: 15.629 16.941 22.774
H: 15.302 15.271 22.923
H: 17.088 16.001 24.665
H: 18.017 16.675 23.366
H: 17.478 13.690 23.874
H: 19.024 14.503 24.003
H: 19.727 15.131 20.597
H: 19.575 16.050 22.085
H: 20.549 14.701 22.121
H: 17.675 12.236 22.355
H: 18.684 12.263 20.995
H: 19.453 12.368 22.562
H: 17.996 17.180 21.243
H: 16.587 17.627 20.250
H: 17.839 16.537 19.662
H: 17.390 13.214 19.646
C: 26.246 15.328 19.056
C: 26.523 15.415 20.585
C: 25.660 16.496 21.360
O: 26.424 14.156 21.186
H: 26.143 16.376 18.733
H: 25.324 14.797 18.843
H: 27.015 14.731 18.499
H: 27.529 15.819 20.642
H: 26.019 16.586 22.401
H: 24.555 16.358 21.403
H: 25.877 17.423 20.869
H: 25.495 14.043 21.430
C: 23.314 12.225 20.076
C: 23.289 12.506 21.634
C: 24.434 11.711 22.228
O: 23.397 13.856 21.938
H: 22.460 12.720 19.626
H: 23.331 11.221 19.841
H: 24.284 12.643 19.749
H: 22.343 12.147 22.168
H: 25.353 11.942 21.788
H: 24.234 10.633 22.207
H: 24.488 12.104 23.273
H: 22.731 14.466 21.558
C: 19.594 14.774 12.092
C: 20.089 15.999 12.867
C: 21.373 16.577 12.355
O: 19.100 17.069 12.685
H: 18.941 15.107 11.286
H: 18.957 14.338 12.799
H: 20.385 14.104 11.732
H: 20.160 15.873 13.982
H: 22.207 15.884 12.500
H: 21.600 17.514 12.846
H: 21.258 16.736 11.273
H: 18.412 16.938 13.375
C: 17.560 16.368 16.155
O: 18.915 16.119 16.691
C: 19.145 14.735 16.870
C: 20.435 14.684 17.599
N: 21.505 15.231 16.823
C: 22.747 15.361 17.574
C: 22.843 16.389 18.690
O: 22.273 15.980 19.956
C: 22.031 17.133 20.739
H: 17.545 15.946 15.155
H: 17.484 17.457 15.966
H: 16.795 15.963 16.861
H: 19.121 14.198 15.868
H: 18.404 14.351 17.610
H: 20.506 13.636 17.779
H: 20.197 15.157 18.581
H: 21.170 16.129 16.550
H: 23.544 15.569 16.882
H: 22.948 14.391 18.098
H: 22.411 17.275 18.264
H: 23.915 16.530 18.969
H: 21.149 17.734 20.474
H: 22.900 17.792 20.742
H: 21.840 16.782 21.741
C: 13.558 22.512 22.636
O: 13.645 21.666 21.559
C: 14.546 20.528 21.760
C: 15.934 20.860 21.396
N: 16.583 21.467 22.520
C: 17.913 21.915 22.212
C: 19.045 20.913 21.976
O: 19.307 20.187 23.165
C: 20.106 19.058 23.011
H: 14.575 22.758 22.977
H: 12.956 22.111 23.483
H: 13.190 23.485 22.307
H: 14.125 19.729 21.148
H: 14.374 20.208 22.766
H: 15.825 21.614 20.575
H: 16.436 19.984 21.009
H: 16.623 20.800 23.261
H: 18.243 22.429 23.151
H: 17.870 22.643 21.431
H: 19.935 21.484 21.665
H: 18.780 20.236 21.142
H: 19.835 18.432 22.118
H: 20.104 18.426 23.900
H: 21.138 19.342 22.709

Summary:
Relative energy (zero: lowest compared OMol25 entry of this formula, charge and spin) (kcal/mol): 0.0
Frontier orbital gap (Eh): 0.316
Strongest force on any atom (eV/A): 3.485
LUMO energy (eV): 0.4
HOMO (eV): -8.242

***

Formula: C5H15N2
Source: the OMol25 dataset
Level of theory: the ωB97M-V functional and the def2-TZVPD basis

CARTESIAN COORDINATES (ANGSTROEM)
C: 0.109 -1.993 -1.339
C: -2.106 -1.719 -2.039
N: -1.140 -1.241 -1.379
H: 0.405 -2.153 -0.306
H: 0.891 -1.417 -1.838
H: 0.023 -2.956 -1.846
H: -3.037 -1.167 -2.082
H: -2.018 -2.670 -2.558
C: -0.230 1.130 1.181
C: 1.215 1.116 0.735
C: 2.154 0.994 1.933
N: -1.156 1.160 -0.003
H: -0.480 0.228 1.735
H: -0.482 1.984 1.808
H: 1.441 2.052 0.214
H: 1.374 0.308 0.023
H: 2.047 1.837 2.609
H: 1.967 0.075 2.494
H: 3.183 0.963 1.582
H: -0.896 1.911 -0.647
H: -1.145 0.231 -0.564
H: -2.118 1.326 0.290

Summary:
Relative energy (zero: lowest compared OMol25 entry of this formula, charge and spin) (kcal/mol): 15.7
Frontier orbital gap (Eh): 0.427
Strongest force on any atom (eV/A): 0.492
Total charge: +1
LUMO energy (eV): -2.9
HOMO (eV): -14.553

***

Formula: C2H6N2O
Source: the OMol25 dataset
Level of theory: the ωB97M-V functional and the def2-TZVPD basis

CARTESIAN COORDINATES (ANGSTROEM)
N: -0.394 -1.414 0.875
C: -0.679 -0.167 0.206
N: 0.503 0.161 -0.626
C: 0.980 1.416 -0.721
O: 0.342 2.370 -0.301
H: -0.703 -2.256 0.414
H: -0.577 -1.394 1.866
H: -0.957 0.682 0.830
H: -1.510 -0.276 -0.499
H: 1.067 -0.662 -0.781
H: 1.931 1.538 -1.263

Summary:
Relative energy (zero: lowest compared OMol25 entry of this formula, charge and spin) (kcal/mol): 19.7
Frontier orbital gap (Eh): 0.387
Strongest force on any atom (eV/A): 1.439
LUMO energy (eV): 0.9
SMILES: NCNC=O
HOMO (eV): -9.585

***

Formula: C3H12NO4
Source: the OMol25 dataset
Level of theory: the ωB97M-V functional and the def2-TZVPD basis

CARTESIAN COORDINATES (ANGSTROEM)
N: 0.591 1.991 0.681
C: 0.565 0.579 0.932
C: 1.768 -0.116 0.245
O: 2.417 -1.073 1.028
C: -0.904 0.052 0.718
O: -1.037 -0.261 -0.585
H: 0.408 2.205 -0.301
H: -0.083 2.545 1.187
H: 0.963 0.486 1.952
H: 1.575 -0.349 -0.800
H: 2.440 0.726 0.169
H: 1.799 -1.717 1.387
H: -0.974 -0.893 1.263
H: -1.648 0.754 1.102
H: -2.402 -2.654 -0.805
H: -1.052 -2.117 -0.585
O: -1.490 -2.974 -0.716
H: -1.197 0.964 -1.398
H: -1.947 2.272 -1.553
O: -1.130 1.860 -1.861

Summary:
Relative energy (zero: lowest compared OMol25 entry of this formula, charge and spin) (kcal/mol): 21.5
Frontier orbital gap (spin up / spin down) (Eh): 0.388 / 0.256
Strongest force on any atom (eV/A): 2.259
2S+1: 2
LUMO energy (spin up / spin down) (eV): 0.4 / -3.1
HOMO (spin up / spin down) (eV): -10.124 / -10.091